Computed, not measured: a cluster of 2 separate species, CH6N2S2 in total, with ωB97M-V/def2-TZVPD.

Its frontier orbital gap (spin up / spin down) is 9.926 / 3.254 eV. The charge is +1. As for the total energy: -947.2046 a.u. As for the multiplicity: 2. The expectation value of S² is 0.76. The molar mass comes out at 110.2 g mol⁻¹.

Last column: natural (NBO) charge in e.
Element x y z (Å)
S -0.078 -1.628 1.164  0.209
S -1.721 -0.503 1.347  0.120
H 0.056 -1.614 -0.080  0.124
H -1.102 -0.001 2.462  0.183
N 0.970 1.860 -0.719  -0.711
C 0.933 1.238 -1.968  0.253
N 1.944 1.370 -2.755  -0.547
H 1.716 2.559 -0.837  0.438
H 0.135 1.858 -0.083  0.417
H 0.092 0.657 -2.143  0.158
H 1.874 0.588 -3.367  0.357